# 1
A gas-phase ion, C8H7N2O3 (charge -1) in a non-equilibrium geometry. Source: the Open Molecules 2025 dataset; level of theory: ωB97M-V/def2-TZVPD.

**E_HOMO**: -3.467 eV
**Gap between HOMO and LUMO**: 7.06 eV
**Structure (SMILES)**: O=NCC(c1ccccc1)=[N+]([O-])[O-]
**ΔE to the lowest compared entry with this formula, charge and spin**: 679.9 kJ/mol
**Total charge**: -1
**Energy**: -17526.8752 eV
**Largest force on an atom**: 4.9 eV Å⁻¹
**Lowest unoccupied orbital energy**: 3.6 eV

Cartesian coordinates (Å):
O: -3.16 -1.76 0.85
O: -3.25 1.07 -0.63
O: -1.83 2.33 0.43
N: -2.11 1.24 -0.13
N: -2.06 -1.80 0.27
C: 0.90 -1.02 0.26
C: 2.26 -0.96 0.44
C: 0.79 1.37 0.02
C: -1.81 -1.14 -0.98
C: 2.91 0.34 0.47
C: -1.22 0.18 -0.22
C: 2.17 1.49 0.21
C: 0.18 0.16 0.01
H: -1.10 -1.75 -1.39
H: 3.99 0.58 0.67
H: 2.67 -1.95 0.63
H: -2.78 -1.02 -1.48
H: 2.78 2.33 0.30
H: 0.43 -1.91 0.35
H: 0.25 2.22 -0.07

***

# 2
C8H7N3 in the gas phase in a non-equilibrium geometry. Source: the Open Molecules 2025 dataset; level of theory: ωB97M-V/def2-TZVPD.

**E_HOMO**: -9.565 eV
**Gap between HOMO and LUMO**: 9.53 eV
**Structure (SMILES)**: [H]/N=C(\NC#N)c1ccccc1
**ΔE to the lowest compared entry with this formula, charge and spin**: 147.3 kJ/mol
**Energy**: -12878.4135 eV
**Largest force on an atom**: 3.1 eV Å⁻¹
**Lowest unoccupied orbital energy**: 0.0 eV

Cartesian coordinates (Å):
N: 1.75 1.83 0.12
N: 2.30 -0.50 -0.14
N: 4.80 -0.47 -0.03
C: -0.10 0.24 0.14
C: -1.87 -1.48 0.01
C: -2.42 0.94 -0.17
C: 3.64 -0.49 -0.11
C: -2.82 -0.40 -0.09
C: 1.37 0.61 0.04
C: -0.55 -1.12 0.17
C: -1.07 1.26 -0.03
H: 2.79 1.96 -0.10
H: -3.89 -0.70 -0.05
H: -0.78 2.28 0.04
H: -3.02 1.86 -0.05
H: 1.83 -1.44 -0.02
H: -2.18 -2.55 -0.06
H: 0.23 -1.83 0.35

***

# 3
C8H7N3OS in the gas phase in a non-equilibrium geometry. Source: the Open Molecules 2025 dataset; level of theory: ωB97M-V/def2-TZVPD.

**E_HOMO**: -8.480 eV
**Gap between HOMO and LUMO**: 8.95 eV
**Structure (SMILES)**: O/N=C\c1cccn1-c1nccs1
**ΔE to the lowest compared entry with this formula, charge and spin**: 87.9 kJ/mol
**Energy**: -25759.7323 eV
**Largest force on an atom**: 2.6 eV Å⁻¹
**Lowest unoccupied orbital energy**: 0.5 eV

Cartesian coordinates (Å):
S: 1.78 0.55 -1.16
O: 0.32 2.12 1.12
N: 1.55 -1.06 0.86
N: -0.50 -0.56 -0.18
N: -0.51 2.74 0.15
C: -1.28 1.91 -0.45
C: -1.51 0.43 -0.35
C: -2.71 -0.24 -0.30
C: 0.92 -0.40 -0.06
C: -1.10 -1.83 0.01
C: -2.46 -1.61 -0.10
C: 2.90 -0.90 0.57
C: 3.20 -0.11 -0.51
H: 3.63 -1.41 1.27
H: -0.51 -2.79 0.01
H: -3.66 0.30 -0.23
H: -3.23 -2.36 -0.08
H: -2.06 2.40 -1.04
H: 1.03 2.83 1.35
H: 4.20 -0.01 -0.88

***

# 4
A gas-phase ion, C8H7N4 (charge +1) in a non-equilibrium geometry. Source: the Open Molecules 2025 dataset; level of theory: ωB97M-V/def2-TZVPD.

**E_HOMO (spin up / spin down)**: -14.113 / -14.113 eV
**Gap between HOMO and LUMO (spin up / spin down)**: 9.35 / 9.35 eV
**Structure (SMILES)**: N#CCn1n[nH+]c2ccccc21
**ΔE to the lowest compared entry with this formula, charge and spin**: 0.0 kJ/mol
**Total charge**: +1
**Energy**: -14360.7377 eV
**Largest force on an atom**: 4.3 eV Å⁻¹
**Lowest unoccupied orbital energy (spin up / spin down)**: -4.8 / -4.8 eV

Cartesian coordinates (Å):
N: -0.95 -0.33 0.88
N: -1.78 -0.92 0.14
N: -1.43 -0.81 -1.12
N: -1.70 -2.88 2.85
C: -1.37 -1.79 2.68
C: -0.29 -0.05 -1.28
C: -0.85 -0.48 2.34
C: 1.22 0.95 0.37
C: 0.03 0.29 0.06
C: 1.96 1.31 -0.73
C: 0.43 0.39 -2.38
C: 1.58 1.14 -2.06
H: 0.01 0.03 -3.32
H: 0.16 -0.31 2.50
H: 2.11 1.44 -2.86
H: -1.60 0.24 2.89
H: 2.87 1.67 -0.51
H: -2.10 -1.10 -1.81
H: 1.68 1.18 1.36